Entry 1:
Computed, not measured: a molecular structure, C21H24Cl2MgN5O4S at a distorted geometry, with ωB97M-V with the def2-TZVPD basis set.

Values from the calculation:
Strongest force on any atom = 17.62 eV/Å
E_LUMO (spin up / spin down) = 2.624 / 2.625 eV
Kohn-Sham gap (spin up / spin down) = 4.2 / 4.2 eV
Total charge = -1

Each line ends with the Mulliken charge.
Positions of all 58 atoms, in Å:
Mg -0.35 0.44 0.40  1.003
Cl -2.22 -0.65 1.30  -0.230
C -3.54 0.07 0.42  0.916
C -4.81 -0.41 0.77  -0.685
C -5.96 0.08 0.15  -0.641
C -5.84 1.05 -0.83  -0.523
C -4.58 1.55 -1.21  0.062
Cl -4.62 2.76 -2.46  -0.230
C -3.40 1.06 -0.58  0.322
S -1.84 1.68 -1.04  -0.574
H -4.91 -1.17 1.55  0.428
H -6.94 -0.30 0.44  0.347
H -6.74 1.43 -1.32  0.381
N 4.54 2.38 2.19  -0.274
C 4.61 2.71 0.86  0.364
O 5.60 3.29 0.43  -0.698
C 3.48 2.37 -0.03  0.276
C 3.55 2.71 -1.39  -0.264
C 2.50 2.39 -2.25  -1.062
C 1.40 1.74 -1.72  0.151
N 1.28 1.40 -0.42  0.160
C 2.32 1.72 0.39  -0.149
H 5.34 2.64 2.76  0.224
H 3.77 1.92 2.65  0.193
H 4.43 3.22 -1.78  0.453
H 2.55 2.65 -3.30  0.418
H 0.55 1.48 -2.35  0.191
H 2.17 1.42 1.42  -0.098
C -1.79 -2.13 -4.05  -0.940
N -0.89 -2.02 -2.91  0.202
C 0.17 -3.00 -2.77  -0.774
C -0.98 -1.04 -1.94  0.428
C -2.08 0.00 -2.05  -0.542
O -0.20 -0.98 -0.99  -0.440
H -1.52 -2.98 -4.68  0.284
H -1.72 -1.21 -4.64  0.289
H -2.81 -2.26 -3.69  0.357
H 0.16 -3.73 -3.59  0.309
H 0.05 -3.52 -1.82  0.226
H 1.14 -2.48 -2.77  0.239
H -2.72 -0.12 -2.92  0.718
H -1.62 0.99 -2.11  0.034
H -2.70 -0.06 -1.16  -0.566
C 1.70 -0.93 5.21  -0.988
N 1.74 -1.17 3.78  0.288
C 2.60 -2.10 3.26  0.121
C 2.63 -2.32 1.95  -1.154
C 1.72 -1.54 1.09  0.556
O 1.79 -1.77 -0.12  -0.575
N 0.91 -0.64 1.64  -0.143
C 0.88 -0.43 2.96  0.072
O 0.13 0.40 3.48  -0.623
H 2.41 -1.56 5.74  0.318
H 0.69 -1.13 5.57  0.276
H 1.94 0.12 5.40  0.282
H 3.24 -2.65 3.94  0.283
H 3.28 -3.03 1.48  0.430
H -0.48 1.70 1.63  -0.429

Entry 2:
Computed, not measured: a single C4H5O2P molecule at a distorted geometry, with ωB97M-V with the def2-TZVPD basis set.

Values from the calculation:
Strongest force on any atom = 2.72 eV/Å
E_LUMO = -0.553 eV
Kohn-Sham gap = 8.7 eV
Total charge = 0

Each line ends with the Mulliken charge.
Positions of all 12 atoms, in Å:
O 1.57 -1.91 0.75  -0.505
C 1.02 -0.90 0.52  0.331
C 0.31 -0.48 -0.78  -0.652
C -0.09 0.82 -0.11  -0.588
C 0.48 0.30 1.22  -0.048
P -1.34 0.17 1.48  0.533
O -2.01 0.32 2.83  -0.633
H -0.57 -1.00 -0.91  0.300
H 0.87 -0.22 -1.62  0.336
H 0.07 1.75 -0.66  0.340
H 1.03 0.73 2.00  0.547
H -1.90 -0.86 0.66  0.039

Entry 3:
Computed, not measured: a molecular structure, C19H28BrCl5F2GeInO3, with ωB97M-V with the def2-TZVPD basis set.

Values from the calculation:
Strongest force on any atom = 0.89 eV/Å
E_LUMO (spin up / spin down) = 0.235 / -2.753 eV
Spin multiplicity = 2
Kohn-Sham gap (spin up / spin down) = 9.2 / 6.3 eV
Total charge = 0

Each line ends with the Mulliken charge.
Positions of all 60 atoms, in Å:
In 0.12 -0.78 -0.62  0.413
C -1.23 -1.34 4.05  -1.808
C -0.98 -1.94 2.67  1.338
C -2.29 -2.46 2.11  -1.355
C 0.07 -3.04 2.75  -1.229
O -0.52 -0.89 1.77  0.018
Ge 0.48 0.49 2.36  -0.070
O -0.19 1.73 1.29  0.351
C -1.04 2.79 1.77  1.369
C -2.47 2.27 1.88  -1.104
C -0.55 3.31 3.12  -1.770
C -0.95 3.92 0.74  -1.500
O 1.89 0.05 1.42  0.412
C 3.23 0.48 1.75  1.275
C 3.37 1.97 1.46  -1.258
C 4.18 -0.33 0.88  -1.425
C 3.51 0.19 3.22  -1.665
H -1.63 -2.09 4.73  0.501
H -0.30 -0.96 4.49  0.439
H -1.95 -0.51 3.98  0.337
H -2.71 -3.20 2.79  0.462
H -3.01 -1.64 1.99  0.343
H -2.13 -2.93 1.14  0.048
H -0.28 -3.84 3.40  0.456
H 0.27 -3.44 1.75  0.213
H 1.01 -2.65 3.15  0.132
H -2.54 1.52 2.67  0.145
H -3.16 3.09 2.12  0.473
H -2.77 1.82 0.94  0.104
H -0.59 2.52 3.88  0.383
H 0.49 3.66 3.03  0.372
H -1.16 4.14 3.46  0.518
H -1.49 3.67 -0.17  0.187
H -1.39 4.83 1.16  0.422
H 0.09 4.11 0.49  0.353
H 3.05 2.18 0.43  0.211
H 2.73 2.55 2.14  0.200
H 4.40 2.30 1.58  0.470
H 3.97 -0.17 -0.17  0.153
H 5.21 -0.02 1.09  0.449
H 4.07 -1.40 1.09  0.346
H 2.85 0.78 3.87  0.355
H 3.36 -0.87 3.43  0.338
H 4.54 0.45 3.48  0.481
Cl -1.65 -3.91 -1.24  -0.136
C -2.52 -2.45 -1.61  0.553
C -1.91 -1.20 -1.44  -0.720
C -2.66 -0.09 -1.85  0.922
Cl -1.98 1.51 -1.70  -0.115
C -3.95 -0.19 -2.35  -0.220
Cl -4.83 1.21 -2.81  -0.199
C -4.53 -1.45 -2.47  0.496
Cl -6.14 -1.60 -3.06  -0.191
C -3.81 -2.58 -2.11  -0.206
Cl -4.54 -4.14 -2.28  -0.184
Br 1.64 -2.83 -0.73  -0.528
F 1.31 1.90 -1.68  -0.229
C 1.38 0.53 -1.89  0.098
F 0.94 0.30 -3.18  -0.294
H 2.44 0.25 -1.87  0.070

Entry 4:
Computed, not measured: a molecular structure, C16H16F3N6O3PdS3, with ωB97M-V with the def2-TZVPD basis set.

Values from the calculation:
Strongest force on any atom = 0.69 eV/Å
E_LUMO (spin up / spin down) = -9.336 / -12.731 eV
Spin multiplicity = 5
Kohn-Sham gap (spin up / spin down) = 7.8 / 5.2 eV
Total charge = +3

Each line ends with the Mulliken charge.
Positions of all 48 atoms, in Å:
Pd -1.23 -0.29 -0.06  0.533
N 2.62 1.58 -0.55  -0.027
C 3.72 0.72 -0.56  0.422
C 4.95 1.17 -1.02  -0.839
C 6.01 0.29 -1.03  -0.592
C 5.87 -1.03 -0.58  -0.686
C 4.66 -1.48 -0.11  -0.727
C 3.56 -0.60 -0.10  1.103
S 2.05 -1.19 0.45  0.054
N 1.03 0.10 0.34  -0.061
C 1.38 1.27 -0.12  0.784
C 0.33 2.33 -0.21  0.392
C 0.63 3.68 -0.21  -0.945
C -0.40 4.60 -0.35  -0.481
C -1.69 4.13 -0.49  -0.885
C -1.91 2.76 -0.44  -0.011
N -0.93 1.87 -0.29  0.390
H 2.76 2.49 -0.96  0.228
H 5.06 2.18 -1.38  0.448
H 6.98 0.62 -1.39  0.442
H 6.72 -1.70 -0.60  0.443
H 4.54 -2.50 0.23  0.452
H 1.65 4.03 -0.08  0.472
H -0.19 5.66 -0.35  0.489
H -2.53 4.80 -0.62  0.454
H -2.92 2.37 -0.54  0.392
N -3.76 -3.09 0.27  -0.202
C -4.29 -1.92 0.50  0.925
N -5.32 -1.72 1.29  -0.358
S -3.67 -0.47 -0.34  -0.010
H -4.19 -3.94 0.62  0.262
H -2.87 -3.18 -0.21  0.108
H -5.76 -2.48 1.79  0.243
H -5.80 -0.83 1.31  0.242
F -2.59 -1.50 -3.05  -0.226
C -1.79 -2.58 -3.07  0.568
F -2.52 -3.63 -2.68  -0.217
F -1.31 -2.77 -4.27  -0.158
S -0.43 -2.36 -1.85  1.367
O 0.55 -3.32 -2.16  -0.503
O -0.07 -0.93 -1.93  -0.630
O -1.11 -2.50 -0.52  -0.782
C -1.26 -0.08 4.71  -0.917
C -1.36 -0.15 3.27  0.343
N -1.44 -0.20 2.13  -0.261
H -0.85 -1.03 5.08  0.325
H -2.25 0.08 5.13  0.320
H -0.60 0.74 4.99  0.317

Entry 5:
Computed, not measured: a single C6H11N molecule, with ωB97M-V with the def2-TZVPD basis set.

Values from the calculation:
Strongest force on any atom = 0.53 eV/Å
E_LUMO = 1.026 eV
Kohn-Sham gap = 10.8 eV
Total charge = 0

Each line ends with the Mulliken charge.
Positions of all 18 atoms, in Å:
C 1.99 0.16 0.11  -1.182
C 0.97 -0.78 -0.54  -0.695
C -0.46 -0.19 -0.62  0.847
C -0.52 1.19 -1.28  -1.512
C -1.08 -0.13 0.74  -0.110
N -1.29 0.67 1.67  -0.602
C -1.78 -0.76 1.83  -0.277
H 2.15 1.05 -0.50  0.284
H 2.95 -0.35 0.22  0.378
H 1.66 0.48 1.11  0.317
H 0.93 -1.72 0.01  0.362
H 1.28 -1.02 -1.56  0.365
H -1.07 -0.90 -1.21  0.292
H -1.55 1.53 -1.38  0.408
H 0.02 1.93 -0.68  0.347
H -0.07 1.15 -2.28  0.354
H -1.27 -1.38 2.56  0.206
H -2.86 -0.91 1.78  0.218

Entry 6:
Computed, not measured: a single C28H34N4O3 molecule, with ωB97M-V with the def2-TZVPD basis set.

Values from the calculation:
Strongest force on any atom = 0.92 eV/Å
E_LUMO = 0.149 eV
Kohn-Sham gap = 8.7 eV
Total charge = 0

Each line ends with the Mulliken charge.
Positions of all 69 atoms, in Å:
C -5.15 -1.89 0.59  -1.457
C -5.13 -0.50 0.01  0.856
C -6.31 0.21 -0.19  -0.693
C -6.28 1.48 -0.72  -0.736
C -5.08 2.06 -1.07  -1.034
C -3.89 1.37 -0.89  0.616
C -2.57 1.97 -1.29  -1.312
N -1.49 1.51 -0.44  0.811
C -1.58 2.06 0.90  -0.993
C -0.58 1.37 1.81  -0.650
C 0.84 1.55 1.29  0.502
C 1.83 0.76 2.17  -1.721
N 3.16 0.66 1.60  0.131
C 3.96 1.74 1.50  0.678
O 3.66 2.84 1.92  -0.677
C 5.30 1.47 0.82  -0.982
C 5.19 1.39 -0.70  -0.661
N 4.62 0.13 -1.13  -0.052
C 3.78 0.00 -2.17  0.603
O 3.37 0.92 -2.85  -0.667
C 3.36 -1.46 -2.45  -1.270
N 2.16 -1.81 -1.72  0.268
C 0.95 -1.79 -2.35  -0.228
C -0.20 -2.11 -1.72  -1.003
C -0.16 -2.50 -0.35  0.757
C -1.31 -2.86 0.36  -0.598
C -1.23 -3.21 1.69  -0.777
C 0.00 -3.21 2.35  -0.626
C 1.14 -2.86 1.66  -0.693
C 1.08 -2.50 0.31  0.675
C 2.29 -2.10 -0.38  0.572
O 3.39 -2.01 0.17  -0.886
C 0.88 1.08 -0.16  1.547
C -0.18 1.79 -1.00  -2.387
C -3.93 0.09 -0.36  0.362
H -5.04 -2.63 -0.21  0.323
H -6.09 -2.08 1.10  0.394
H -4.34 -2.02 1.29  0.243
H -7.26 -0.24 0.09  0.405
H -7.20 2.03 -0.87  0.372
H -5.06 3.06 -1.49  0.429
H -2.65 3.07 -1.30  0.304
H -2.34 1.65 -2.32  0.414
H -2.60 1.89 1.27  0.547
H -1.40 3.15 0.90  0.293
H -0.67 1.77 2.82  0.458
H -0.82 0.30 1.84  0.058
H 1.12 2.61 1.33  0.435
H 1.46 -0.25 2.32  0.354
H 1.91 1.27 3.13  0.394
H 3.42 -0.21 1.17  0.303
H 5.96 2.30 1.07  0.386
H 5.73 0.54 1.21  0.380
H 6.18 1.50 -1.14  0.411
H 4.55 2.19 -1.09  0.413
H 4.82 -0.70 -0.58  0.251
H 3.18 -1.56 -3.52  0.550
H 4.17 -2.14 -2.14  0.445
H 0.98 -1.49 -3.39  0.334
H -1.14 -2.08 -2.25  0.440
H -2.26 -2.87 -0.15  0.621
H -2.12 -3.48 2.23  0.414
H 0.05 -3.48 3.39  0.421
H 2.11 -2.86 2.15  0.464
H 1.86 1.28 -0.60  0.059
H 0.69 0.01 -0.19  -0.680
H -0.14 1.41 -2.02  0.472
H 0.03 2.87 -1.02  0.320
H -3.00 -0.44 -0.21  0.300

Entry 7:
Computed, not measured: a molecular structure, C18H9BCl2F7MoN3O5S, with ωB97M-V with the def2-TZVPD basis set.

Values from the calculation:
Strongest force on any atom = 0.63 eV/Å
E_LUMO (spin up / spin down) = -3.209 / -3.210 eV
Kohn-Sham gap (spin up / spin down) = 4.1 / 4.1 eV
Total charge = 0

Each line ends with the Mulliken charge.
Positions of all 47 atoms, in Å:
Mo -0.34 1.05 -2.34  0.747
Cl 6.20 4.36 -1.54  -0.186
C 4.72 3.48 -1.50  0.242
C 4.32 2.88 -0.30  -0.522
C 3.15 2.16 -0.23  0.229
Cl 2.67 1.42 1.24  -0.150
C 2.33 2.05 -1.36  0.343
O 1.21 1.34 -1.27  -0.541
C 2.74 2.66 -2.55  0.667
C 1.93 2.53 -3.72  -0.196
O 0.84 1.93 -3.71  -0.597
C 3.94 3.38 -2.62  -1.072
H 4.95 2.97 0.58  0.463
H 2.26 2.96 -4.67  0.459
H 4.25 3.84 -3.55  0.440
F -0.67 3.95 -1.63  -0.265
B -1.36 2.89 -2.05  0.637
F -2.66 3.03 -2.27  -0.237
O -1.14 -5.70 2.96  -0.668
S -0.99 -5.37 4.36  1.181
O 0.38 -5.31 4.83  -0.671
O -1.93 -6.00 5.26  -0.669
C -1.44 -3.62 4.42  -0.016
N -1.74 -3.06 5.60  -0.459
C -1.98 -1.76 5.62  -0.346
C -1.93 -0.96 4.48  -0.632
C -1.62 -1.64 3.31  0.425
N -1.39 -2.94 3.28  -0.278
C -1.50 -0.98 1.98  1.195
C -1.72 0.38 1.76  -1.016
C -1.53 0.90 0.51  -0.364
N -1.15 0.16 -0.55  0.127
C -0.96 -1.17 -0.34  -0.408
C -1.12 -1.76 0.89  -0.832
H -2.22 -1.32 6.58  0.416
H -2.13 0.10 4.53  0.352
H -2.03 1.04 2.56  0.323
H -1.68 1.96 0.33  0.467
H -0.67 -1.76 -1.20  0.532
H -0.96 -2.82 1.03  0.695
F -2.63 -0.88 -2.87  -0.230
C -1.48 -0.45 -3.37  0.691
F -1.74 0.79 -4.04  -0.329
C -0.93 -1.45 -4.39  0.774
F -0.51 -2.53 -3.72  -0.241
F 0.10 -0.91 -5.04  -0.242
F -1.85 -1.82 -5.27  -0.241

Entry 8:
Computed, not measured: a molecular structure, C32H29Br2Cl3N3O6RhS2 at a distorted geometry, with ωB97M-V with the def2-TZVPD basis set.

Values from the calculation:
Strongest force on any atom = 3.82 eV/Å
E_LUMO (spin up / spin down) = -9.646 / -9.608 eV
Kohn-Sham gap (spin up / spin down) = 2.6 / 2.6 eV
Total charge = +2

Each line ends with the Mulliken charge.
Positions of all 78 atoms, in Å:
Rh 1.59 1.57 -0.28  1.091
Br 4.77 3.58 2.45  0.007
C 4.96 2.90 0.66  -0.499
Br 4.13 1.14 0.47  0.079
H 6.02 2.77 0.45  0.413
H 4.47 3.58 -0.03  0.345
O 0.28 -0.13 0.35  -0.551
C -0.95 -0.14 0.40  -0.164
C -1.88 0.87 0.03  0.661
C -3.25 0.58 0.19  -0.488
C -4.21 1.53 -0.08  -0.394
C -3.85 2.82 -0.49  -0.611
C -2.54 3.14 -0.66  -1.015
C -1.49 2.18 -0.46  0.684
O -0.30 2.51 -0.72  -0.402
N -5.61 1.18 0.10  1.015
O -6.41 2.08 0.08  -0.586
O -5.86 0.01 0.27  -0.592
H -1.41 -1.04 0.83  0.567
H -3.57 -0.40 0.51  0.544
H -4.63 3.55 -0.68  0.540
H -2.24 4.13 -0.97  0.539
C 0.83 7.00 6.62  -1.478
C 1.07 5.82 5.76  0.881
C 0.74 5.83 4.40  -0.752
C 1.00 4.74 3.60  -0.501
C 1.58 3.61 4.16  0.428
C 1.94 3.58 5.50  -0.647
C 1.68 4.67 6.30  -0.669
S 1.88 2.16 3.14  0.342
C 0.31 1.32 3.58  -0.984
O 1.63 2.63 1.74  -0.289
H 0.20 7.73 6.12  0.372
H 1.78 7.46 6.87  0.325
H 0.37 6.71 7.56  0.382
H 0.28 6.71 3.97  0.359
H 0.76 4.74 2.55  0.418
H 2.41 2.70 5.92  0.473
H 1.94 4.66 7.34  0.433
H -0.51 1.97 3.31  0.352
H 0.31 1.11 4.65  0.532
H 0.28 0.39 3.03  0.264
Cl -5.03 -3.69 -1.30  -0.187
C -3.44 -3.54 -1.92  0.055
C -2.37 -3.35 -1.05  -1.283
C -1.09 -3.21 -1.55  -0.016
C -0.84 -3.29 -2.91  -0.246
C 0.57 -3.20 -3.45  -0.294
C 0.77 -1.93 -4.34  -1.451
N 1.57 -0.95 -3.66  0.315
C 2.93 -0.88 -3.65  -0.162
C 3.26 0.13 -2.79  -0.989
N 2.12 0.65 -2.26  -0.107
C 1.12 -0.02 -2.81  -0.137
O 0.89 -4.30 -4.26  -0.306
C 1.41 -5.43 -3.59  -1.072
C 0.52 -5.96 -2.50  0.286
C -0.75 -6.47 -2.72  0.792
Cl -1.49 -6.70 -4.22  -0.133
S -1.53 -6.96 -1.24  -0.138
C -0.14 -6.51 -0.35  -0.463
C 0.86 -5.99 -1.14  -0.793
C -1.93 -3.50 -3.78  0.944
Cl -1.67 -3.65 -5.48  -0.106
C -3.22 -3.61 -3.29  -0.645
H -2.55 -3.34 0.01  0.683
H -0.27 -3.04 -0.87  0.707
H 1.27 -3.14 -2.60  0.659
H -0.19 -1.49 -4.61  0.503
H 1.28 -2.25 -5.25  0.290
H 3.55 -1.52 -4.24  0.472
H 4.24 0.49 -2.53  0.529
H 0.08 0.17 -2.64  0.620
H 2.40 -5.20 -3.16  0.336
H 1.53 -6.18 -4.38  0.418
H -0.10 -6.66 0.71  0.486
H 1.81 -5.67 -0.75  0.464
H -4.04 -3.76 -3.97  0.544